(1)
Computed, not measured: C7H10 in the gas phase, with the ωB97M-V functional and the def2-TZVPD basis.

```
17
Properties=species:S:1:pos:R:3:forces:R:3
C 1.656527 -1.002107 -0.240730 0.133 0.487 -0.264
C 0.282141 -0.489187 0.078337 0.041 0.009 -0.043
C 0.253934 0.557836 1.231005 0.047 0.124 0.126
C -0.496790 1.446894 0.255568 -0.038 0.479 0.204
C -1.477477 0.510865 -0.416907 -0.081 -0.055 -0.525
C -1.208389 -0.929477 0.027232 -0.032 -0.298 0.189
C -0.043631 0.633443 -0.909848 -1.308 -0.006 -0.443
H 2.193846 -1.512855 0.577963 -0.047 0.539 -0.340
H 1.723991 -1.613145 -1.147391 -0.199 0.012 0.129
H 1.984901 0.052071 -0.546775 1.260 -1.825 0.684
H -0.271634 0.250388 2.144210 0.110 0.122 -0.131
H 1.253197 0.925813 1.476611 -0.093 -0.024 -0.075
H -0.643057 2.517230 0.293634 -0.169 -0.034 0.090
H -2.289651 0.874336 -1.032412 -0.143 -0.017 0.323
H -1.637411 -1.293810 0.966307 -0.064 -0.041 -0.102
H -1.463397 -1.606448 -0.794426 0.221 -0.006 0.131
H 0.182908 0.678155 -1.962382 0.360 0.533 0.044
```
Forces are in eV/Å.

Computed properties:
**Structure (SMILES)**: C[C@]12C[C@@H]3[C@H](C1)[C@@H]32
**Kohn-Sham gap**: 10.2 eV
**ΔE to the lowest compared entry with this formula, charge and spin**: 75.7 kcal per mole
**Energy**: -7417.750 eV
**HOMO level**: -9.06 eV


(2)
Computed, not measured: a gas-phase ion, C5H9O (charge +1), with the ωB97M-V functional and the def2-TZVPD basis.

```
15
Properties=species:S:1:pos:R:3:forces:R:3
C 1.359346 -0.953895 0.130354 -2.549 0.785 2.129
C -0.178381 -1.043635 -0.120513 0.667 -1.596 2.532
C 0.400767 1.049157 0.800870 -0.977 1.883 0.073
C -1.692067 0.826132 -0.852694 -1.220 -4.466 2.086
C 1.541487 0.402122 0.783125 -1.268 -1.227 0.189
O -0.803791 0.236273 0.325986 1.024 0.852 -1.761
H 1.625024 -1.781079 0.767777 0.412 -0.174 0.119
H 1.843615 -0.974733 -0.751476 2.044 -0.280 -2.918
H -0.510450 -1.408829 -1.085830 -0.101 0.608 -0.153
H -0.525580 -1.723130 0.676033 -0.284 0.061 -0.720
H 0.177677 2.118708 1.060617 -0.190 -1.533 -0.123
H -2.019636 1.686597 -0.434715 -0.847 2.951 0.671
H -1.051592 0.784576 -1.646401 1.455 0.639 -2.193
H -2.579230 0.091833 -1.009417 1.720 1.156 0.589
H 2.412811 0.689905 1.356283 0.115 0.342 -0.520
```
Forces are in eV/Å.

Computed properties:
**Kohn-Sham gap**: 11.9 eV
**ΔE to the lowest compared entry with this formula, charge and spin**: 35.0 kcal per mole
**Energy**: -7368.325 eV
**Net charge**: +1
**HOMO level**: -14.96 eV


(3)
Computed, not measured: 2 unconnected molecules or ions with the total composition C4H14N3O, with the ωB97M-V functional and the def2-TZVPD basis.

```
22
Properties=species:S:1:pos:R:3:forces:R:3
C 0.933775 2.717574 0.637943 -0.543 -0.258 -0.243
O 1.478801 1.463470 1.135902 0.112 0.107 -0.357
H 2.419261 1.633559 1.255396 0.157 -0.040 0.493
H 0.712416 3.394047 1.457329 0.235 0.047 0.098
H -0.019472 2.496028 0.143740 0.159 -0.030 0.029
H 1.600694 3.163117 -0.095916 0.029 0.112 0.089
C -0.981794 -0.633186 0.802034 0.493 -0.930 -0.366
C -2.304122 -1.286823 1.297681 -0.008 0.422 -2.420
C 0.399126 -0.800711 -1.256554 2.852 -1.591 -1.440
N -0.824944 -0.702283 -0.639578 -0.421 1.054 1.641
N 0.437583 -1.314971 -2.506353 -0.963 0.559 1.551
N 1.537117 -0.573722 -0.624832 -1.475 0.326 -0.176
H -0.905545 0.441897 1.068648 -0.321 0.318 -0.001
H -0.083549 -1.049688 1.269247 -0.071 -0.077 -0.186
H -2.582817 -2.007576 0.516574 0.098 -0.225 0.378
H -3.094953 -0.541801 1.212169 -0.099 -0.146 1.056
H -1.618977 -0.463859 -1.244307 -0.134 -0.312 0.050
H -0.270887 -2.014066 -2.703672 0.105 0.109 -0.717
H 1.333869 -1.344315 -2.977747 -0.188 -0.231 -0.249
H 1.576060 0.070500 0.213840 0.070 0.314 -0.295
H 2.367936 -0.807958 -1.162005 0.168 0.146 0.455
H -2.109580 -1.839224 2.200468 -0.256 0.326 0.609
```
Forces are in eV/Å.

Computed properties:
**Kohn-Sham gap (alpha / beta)**: 10.4 / 4.9 eV
**ΔE to the lowest compared entry with this formula, charge and spin**: 50.7 kcal per mole
**Spin multiplicity**: 2
**Energy**: -10873.169 eV
**Net charge**: +2
**HOMO level (alpha / beta)**: -18.57 / -18.55 eV
**<S²>**: 0.76


(4)
Computed, not measured: a molecular structure, C10H16Cl24NNbO3P, with the ωB97M-V functional and the def2-TZVPD basis.

```
56
Properties=species:S:1:pos:R:3:forces:R:3
C 1.070400 1.425844 1.048350 -1.025 0.933 1.309
C 0.106967 1.877418 -0.198667 0.271 -1.904 -0.653
O 0.255650 3.275580 -0.630130 -1.016 -0.935 2.208
C -0.220856 4.231524 0.380765 0.422 2.106 0.386
C -1.622141 4.997832 0.012277 0.597 -0.237 0.602
Nb -3.461754 3.666592 0.438546 1.526 2.652 -1.572
P -5.340029 1.944223 0.770610 -1.280 -1.630 -1.479
N -6.181311 1.788847 -0.628503 1.688 1.071 1.462
O -4.684793 0.327639 1.095983 -1.552 2.008 1.845
O -6.471561 2.443479 2.041896 2.486 -1.211 -0.155
H 0.362063 1.330404 2.003809 1.557 0.194 -1.936
H 1.589163 0.384134 0.928097 -0.958 2.173 -0.032
H 1.823563 2.308584 1.306380 -1.410 -2.102 -0.671
H 0.411071 1.208143 -1.139208 -0.668 1.705 1.911
H -0.988633 1.557622 0.073436 2.002 1.098 -0.612
H 0.613041 5.082166 0.452263 -1.400 -1.834 -0.229
H -0.331427 3.801109 1.462602 0.271 0.430 -2.189
H -1.719171 5.911581 0.770235 0.169 -1.795 -1.399
H -1.678055 5.447298 -1.066697 0.366 -0.956 1.888
H -2.460443 2.697340 1.638847 0.046 -0.227 0.231
H -2.798052 2.537094 -0.860650 -0.170 -0.511 0.349
H -4.402801 4.579149 -0.808287 -0.457 0.233 -0.489
H -4.023165 4.709316 1.808084 -0.350 -0.145 0.939
H -5.777937 2.425786 -1.370528 -0.499 -0.819 1.276
H -4.669393 0.191789 2.088848 0.109 0.171 -1.574
H -5.905465 2.665508 2.841495 -0.923 -0.276 -1.359
C 4.128438 1.902304 -1.242123 -0.204 0.262 -0.116
Cl 5.768402 1.880688 -1.938150 -0.324 0.182 -0.010
Cl 4.150073 1.110410 0.353749 0.025 0.504 -0.340
Cl 3.582356 3.588611 -1.061086 0.174 -0.569 -0.020
Cl 3.012925 1.029617 -2.323095 0.378 0.199 0.295
C -7.271537 -1.958974 0.151419 0.276 0.609 -0.141
Cl -7.644093 -0.480145 1.072651 -0.243 -0.721 -0.246
Cl -6.273589 -3.045449 1.150440 -0.169 0.109 -0.142
Cl -8.788966 -2.782880 -0.288129 0.501 0.228 0.142
Cl -6.379621 -1.527373 -1.329345 -0.307 -0.226 0.491
C 7.511033 -1.968061 -0.432676 -0.062 0.408 0.095
Cl 8.475929 -2.205879 1.046114 0.076 0.974 -0.811
Cl 6.765141 -3.514027 -0.910176 0.157 0.252 0.013
Cl 6.235096 -0.763884 -0.121944 0.757 -0.958 -0.023
Cl 8.567972 -1.388326 -1.744637 -0.547 0.317 0.401
C 11.411057 -4.214381 -3.476550 -0.117 -0.101 0.133
Cl 10.097121 -3.933783 -2.306406 0.697 -0.501 -0.524
Cl 12.690633 -5.189036 -2.710322 -0.246 0.216 -0.190
Cl 10.769258 -5.084509 -4.892736 0.162 0.210 0.318
Cl 12.087102 -2.650175 -3.996816 -0.160 -0.346 0.121
C 8.111040 -5.570922 3.495158 -0.208 -0.054 -0.147
Cl 9.701616 -4.964469 4.021165 -0.331 -0.116 -0.123
Cl 8.207696 -7.328112 3.217109 0.013 0.345 0.102
Cl 6.900116 -5.235147 4.758301 0.305 -0.079 -0.289
Cl 7.634704 -4.755842 1.984131 -0.050 -1.169 0.976
C -12.588942 -2.753261 -1.387168 0.112 0.107 -0.010
Cl -12.961497 -1.274433 -0.465936 0.113 -0.401 -0.238
Cl -11.590994 -3.839736 -0.388148 -0.629 0.103 -0.276
Cl -14.106370 -3.577167 -1.826716 0.281 0.150 0.086
Cl -11.697026 -2.321660 -2.867932 -0.231 -0.124 0.413
```
Forces are in eV/Å.

Computed properties:
**Kohn-Sham gap**: 6.1 eV
**Energy**: -329629.489 eV
**Net charge**: -1
**HOMO level**: -4.98 eV


(5)
Computed, not measured: C2H4N4 in the gas phase, with the ωB97M-V functional and the def2-TZVPD basis.

```
10
Properties=species:S:1:pos:R:3:forces:R:3
C -1.375202 -0.147944 0.204365 0.099 -0.251 -0.020
N 0.087443 -0.287892 -0.022192 0.376 0.299 -0.056
C 0.888178 0.778487 -0.113271 0.119 0.132 -0.030
N 2.130371 0.419062 -0.313351 -0.157 -0.044 0.026
N 2.104882 -0.930159 -0.348131 -0.626 -0.207 0.101
N 0.922727 -1.400323 -0.180238 -1.019 0.924 0.172
H -1.696015 -0.543501 1.171297 0.334 -0.164 -0.160
H -1.974681 -0.605765 -0.585578 0.370 -0.148 0.045
H -1.633739 0.924273 0.208725 0.459 -0.426 -0.071
H 0.538713 1.797340 -0.033692 0.046 -0.114 -0.006
```
Forces are in eV/Å.

Computed properties:
**Structure (SMILES)**: Cn1cnnn1
**Kohn-Sham gap**: 11.4 eV
**ΔE to the lowest compared entry with this formula, charge and spin**: 40.4 kcal per mole
**Energy**: -8097.564 eV
**HOMO level**: -10.78 eV


(6)
Computed, not measured: 2 unconnected molecules or ions with the total composition C5H13N2O, with the ωB97M-V functional and the def2-TZVPD basis.

```
21
Properties=species:S:1:pos:R:3:forces:R:3
O -0.348527 1.233530 2.073797 0.203 -0.217 -0.059
C -0.956100 1.634235 1.116744 -0.221 0.325 0.080
C -0.329168 2.177620 -0.140240 -0.274 0.104 0.224
C -0.870746 1.476181 -1.393461 0.166 -0.068 0.164
H -2.063054 1.673939 1.143330 0.000 -0.090 -0.075
H 0.756514 2.175209 -0.014234 0.037 -0.116 -0.113
H -0.631495 3.229117 -0.161818 0.133 0.059 -0.130
H -0.915563 0.391837 -1.258494 0.040 -0.043 -0.026
H -0.265746 1.693733 -2.273029 -0.040 0.090 -0.020
H -1.885825 1.805386 -1.597578 -0.055 -0.011 -0.072
C 0.957972 -1.186046 0.531235 0.153 -0.293 -0.056
C 0.212170 -2.255163 0.241935 -0.423 0.011 0.233
N -0.604099 -2.910839 1.116911 0.145 0.299 -0.150
N 1.810195 -0.599542 -0.524951 0.001 0.067 0.245
H 1.015117 -0.688780 1.485359 -0.027 0.135 -0.053
H 0.213201 -2.681418 -0.755322 0.036 0.032 -0.101
H -1.433387 -3.327014 0.725065 0.099 -0.204 0.057
H -0.740742 -2.501737 2.029734 -0.004 -0.019 -0.037
H 2.747523 -0.398706 -0.170983 0.072 -0.086 -0.026
H 1.423743 0.292430 -0.853442 -0.020 -0.070 -0.093
H 1.908019 -1.233970 -1.320555 -0.021 0.095 0.009
```
Forces are in eV/Å.

Computed properties:
**Kohn-Sham gap**: 9.7 eV
**ΔE to the lowest compared entry with this formula, charge and spin**: 48.6 kcal per mole
**Energy**: -10416.087 eV
**Net charge**: +1
**HOMO level**: -13.09 eV


(7)
Computed, not measured: C17H12N4O4 in the gas phase, with the ωB97M-V functional and the def2-TZVPD basis.

```
37
Properties=species:S:1:pos:R:3:forces:R:3
C -3.593332 4.880499 1.787599 -0.906 1.534 0.743
O -2.173048 4.850891 1.905632 0.480 -1.005 -0.016
C -1.571666 3.683657 1.523826 0.718 -1.509 -0.436
C -1.864364 3.048097 0.289681 0.559 1.590 0.148
C -1.205867 1.896566 -0.131564 0.547 2.307 4.116
C -0.220448 1.310790 0.685812 -1.378 -0.193 -0.769
N 0.457598 0.133645 0.181857 0.656 0.200 -1.823
C 1.312359 0.330616 -0.905187 0.937 -0.523 -0.139
N 1.694859 1.600388 -1.223449 -1.835 -0.482 1.948
C 1.886374 -0.720723 -1.619491 -0.288 -0.739 -0.379
C 2.712041 -0.450330 -2.783917 1.034 -0.072 -0.886
N 3.403425 -0.312966 -3.722309 -1.533 -0.131 1.983
C 1.574449 -2.098450 -1.285946 -2.517 -0.447 0.418
C 1.961294 -3.262498 -2.042941 1.372 1.845 0.744
C 1.640601 -4.475364 -1.512107 0.205 -1.939 -0.802
C 0.659764 -4.666581 -0.522751 -0.081 1.137 0.606
N 0.307975 -6.030249 -0.210070 1.150 -3.363 -0.602
O -0.034745 -6.286465 0.953078 0.121 0.270 -2.274
O 0.535312 -6.924197 -1.138646 -1.168 3.002 3.324
C 0.114181 -3.592814 0.201756 2.037 0.897 -2.414
C 0.601471 -2.296995 -0.185882 0.572 -1.169 -1.489
C -0.000199 -1.172847 0.523012 1.107 0.826 2.409
O -0.633682 -1.265795 1.565779 -0.356 -0.233 -1.219
C 0.046467 1.857115 1.916046 -0.668 1.328 -0.095
C -0.584581 3.079340 2.318737 -0.256 -0.416 -0.167
H -4.093015 3.891653 1.900499 0.601 0.544 -0.451
H -3.887128 5.448971 0.848950 0.139 -0.939 1.071
H -3.903872 5.488733 2.698177 0.096 -0.599 -1.299
H -2.362857 3.719638 -0.442093 -0.222 -1.072 0.432
H -1.430503 1.723600 -1.081262 -0.378 -1.816 -3.972
H 1.757499 2.201139 -0.414264 0.050 0.489 -0.489
H 2.275155 1.708045 -2.003020 1.103 0.326 -0.886
H 2.695142 -3.179823 -2.898826 -0.977 -0.030 1.180
H 2.174363 -5.389536 -1.894851 -1.023 1.023 0.247
H -0.634367 -3.616604 0.951339 -0.476 -0.431 0.566
H 0.738118 1.306535 2.513193 0.424 0.135 0.671
H -0.354773 3.582321 3.253605 0.157 -0.344 0.002
```
Forces are in eV/Å.

Computed properties:
**Structure (SMILES)**: COc1ccc(-n2c(N)c(C#N)c3ccc([N+](=O)[O-])cc3c2=O)cc1
**Kohn-Sham gap**: 7.6 eV
**ΔE to the lowest compared entry with this formula, charge and spin**: 26.6 kcal per mole
**Energy**: -31969.802 eV
**HOMO level**: -8.55 eV


(8)
Computed, not measured: C10H12BrNO in the gas phase, with the ωB97M-V functional and the def2-TZVPD basis.

```
25
Properties=species:S:1:pos:R:3:forces:R:3
C -1.743738 -2.003806 -4.136509 -0.051 0.068 0.143
C -1.417536 -1.306475 -2.814792 0.296 -0.030 -0.327
C 0.078892 -1.430725 -2.483210 -0.291 0.085 0.078
C 0.360929 -0.878905 -1.116414 0.147 -0.041 -0.011
C 0.725078 0.452319 -0.950408 0.002 -0.072 0.005
C 0.940190 0.977112 0.310964 0.013 0.023 0.194
C 0.789487 0.157761 1.415766 0.030 0.106 0.220
Br 1.082343 0.871320 3.162008 -0.032 -0.088 -0.220
C 0.429413 -1.171064 1.278821 0.006 0.063 0.143
C 0.215492 -1.679584 0.010651 0.020 0.098 -0.056
C -1.776753 0.169462 -2.957688 -0.297 -0.414 0.381
N -2.930785 0.532500 -2.352836 -0.378 0.216 0.144
O -1.104419 0.957464 -3.582766 0.363 0.216 -0.313
H -1.475867 -3.056876 -4.087165 0.011 -0.090 -0.008
H -2.805839 -1.925347 -4.359412 -0.083 -0.035 -0.089
H -1.186334 -1.537578 -4.945175 0.048 0.025 -0.089
H -2.005705 -1.754043 -2.007074 0.039 0.040 -0.012
H 0.638762 -0.872869 -3.234869 0.005 -0.082 -0.043
H 0.368629 -2.482054 -2.531149 0.005 0.001 -0.049
H 0.833028 1.085825 -1.817467 0.009 0.057 -0.111
H 1.223170 2.011143 0.434773 0.022 0.067 0.021
H 0.319213 -1.798375 2.150198 0.002 -0.028 0.064
H -0.063523 -2.717594 -0.101398 -0.022 -0.128 -0.027
H -3.490430 -0.108670 -1.820830 0.099 -0.018 -0.010
H -3.234079 1.489990 -2.424811 0.038 -0.039 -0.028
```
Forces are in eV/Å.

Computed properties:
**Structure (SMILES)**: C[C@@H](Cc1ccc(Br)cc1)C(N)=O
**Kohn-Sham gap**: 9.6 eV
**ΔE to the lowest compared entry with this formula, charge and spin**: 0.0 kcal per mole
**Energy**: -84145.853 eV
**HOMO level**: -8.89 eV